No. 1
Computed, not measured: a molecular structure, C40H36ClN5O2PS2Ti at a distorted geometry, with the ωB97M-V functional and the def2-TZVPD basis.

Positions of all 88 atoms, in Å:
Ti 0.016 0.000 0.312
C -0.820 -0.903 5.654
N 0.124 0.106 5.282
C 0.555 1.142 6.057
C 1.434 1.874 5.336
N 1.567 1.276 4.093
C 0.733 0.179 4.058
S 0.485 -0.931 2.835
C 2.358 1.714 3.044
C 2.801 3.044 2.993
C 3.578 3.435 1.927
C 3.942 2.485 0.968
C 3.474 1.191 1.120
N 2.688 0.803 2.112
H -0.922 -0.916 6.738
H -0.459 -1.868 5.298
H -1.796 -0.712 5.199
H 0.208 1.274 7.060
H 1.994 2.738 5.628
H 2.496 3.761 3.740
H 3.902 4.464 1.842
H 4.540 2.747 0.112
H 3.749 0.420 0.415
O 3.160 0.708 -2.211
C 1.993 0.533 -1.900
O 1.582 0.057 -0.796
C 0.869 0.895 -2.904
P -0.569 -0.197 -2.500
C -1.888 0.452 -3.600
C -1.765 1.511 -4.491
C -2.864 1.941 -5.216
C -4.092 1.320 -5.071
C -4.226 0.263 -4.185
C -3.134 -0.160 -3.457
C -0.137 -1.710 -3.451
C 0.996 -2.429 -3.069
C 1.264 -3.660 -3.636
C 0.421 -4.190 -4.598
C -0.683 -3.466 -5.012
C -0.962 -2.237 -4.443
H 1.235 0.808 -3.930
H 0.574 1.931 -2.704
H -0.818 2.017 -4.621
H -2.756 2.765 -5.908
H -4.942 1.661 -5.642
H -5.181 -0.225 -4.059
H -3.239 -0.966 -2.744
H 1.657 -2.033 -2.310
H 2.126 -4.223 -3.312
H 0.621 -5.165 -5.016
H -1.344 -3.861 -5.770
H -1.836 -1.692 -4.769
Cl -0.616 2.312 2.009
C 0.237 2.120 0.434
H 1.249 2.512 0.613
H -0.243 2.865 -0.219
N 1.598 -6.835 0.740
C 0.518 -6.274 0.067
S -0.592 -7.325 -0.629
C 0.419 -4.868 -0.010
C -0.743 -4.232 -0.514
C -0.859 -2.874 -0.493
N 0.090 -2.044 0.008
C 1.235 -2.633 0.422
C 1.441 -3.982 0.433
H 1.482 -7.830 0.876
H 1.893 -6.344 1.572
H -1.539 -4.857 -0.885
H -1.745 -2.383 -0.890
H 2.023 -1.961 0.759
H 2.390 -4.370 0.769
C -5.089 2.216 -1.528
C -3.733 2.511 -1.725
C -2.767 1.798 -1.066
C -3.084 0.769 -0.150
C -2.059 -0.004 0.492
C -2.516 -0.950 1.402
C -3.874 -1.143 1.703
C -4.843 -0.423 1.062
C -4.472 0.536 0.100
C -5.449 1.258 -0.621
H -5.840 2.751 -2.094
H -3.460 3.292 -2.424
H -1.720 2.016 -1.242
H -1.818 -1.597 1.933
H -4.153 -1.885 2.442
H -5.895 -0.581 1.271
H -6.495 1.035 -0.436

Results
- Total charge: -1
- Orbital gap (spin up / spin down): 0.17271 / 0.25130 Eh
- ⟨S²⟩: 2.016
- Relative energy (zero: lowest compared OMol25 entry of this formula, charge and spin): 40.2 kcal/mol
- Multiplicity: 3
- E_tot: -4417.6332 Eh

No. 2
Computed, not measured: 2 unconnected molecules or ions with the total composition C5H14O at a distorted geometry, with the ωB97M-V functional and the def2-TZVPD basis.

Positions of all 20 atoms, in Å:
C -0.824 -1.477 -2.094
C -1.059 -1.086 -0.634
C 0.548 -2.140 -2.307
H -1.623 -2.157 -2.398
H -0.978 -0.607 -2.727
H -1.240 -2.016 -0.074
H -1.878 -0.390 -0.527
H 1.231 -1.770 -1.543
H 0.487 -3.221 -2.274
H -0.180 -0.737 -0.093
H 0.967 -1.848 -3.275
C 0.081 1.750 1.470
C 0.725 1.791 2.848
O 0.385 2.882 0.681
H 0.376 0.842 0.942
H -1.000 1.665 1.561
H 1.474 1.053 3.128
H 1.352 2.983 0.635
H -0.020 1.713 3.647
H 1.175 2.769 3.034

Results
- Orbital gap: 0.41154 Eh
- Relative energy (zero: lowest compared OMol25 entry of this formula, charge and spin): 22.9 kcal/mol
- E_tot: -274.1056 Eh

No. 3
Computed, not measured: a molecular structure, C33H29F5N7O5RuS2Se at a distorted geometry, with the ωB97M-V functional and the def2-TZVPD basis.

Positions of all 83 atoms, in Å:
Ru -0.217 -1.105 -0.289
C -4.382 -0.248 -2.131
C -3.256 -0.663 -1.220
S -1.665 -0.641 -1.901
C -3.450 -1.055 0.061
C -4.830 -1.106 0.668
S -2.123 -1.512 1.058
H -3.987 0.181 -3.053
H -5.024 0.501 -1.658
H -5.017 -1.098 -2.406
H -5.190 -0.100 0.912
H -4.815 -1.683 1.592
H -5.556 -1.557 -0.014
C -4.292 6.412 -0.548
O -4.326 5.647 0.637
C -3.133 5.537 1.319
C -2.169 6.533 1.338
C -1.005 6.346 2.072
C -0.756 5.165 2.767
C -1.754 4.180 2.750
C -2.926 4.370 2.042
N 0.417 5.132 3.559
N 0.994 4.058 3.917
C 0.903 2.836 3.291
C 1.168 1.741 4.131
C 0.997 0.439 3.747
C 0.581 0.107 2.428
O 0.434 -1.075 2.042
C 0.376 1.227 1.505
N 0.034 0.900 0.233
C 0.048 1.845 -0.693
C 0.420 3.158 -0.411
C 0.695 3.519 0.880
C 0.623 2.555 1.902
H -5.213 6.195 -1.086
H -3.435 6.137 -1.169
H -4.250 7.487 -0.343
H -2.317 7.459 0.797
H -0.254 7.126 2.117
H -1.613 3.255 3.291
H -3.685 3.598 2.020
H 1.476 1.984 5.142
H 1.198 -0.384 4.421
H -0.240 1.546 -1.688
H 0.483 3.871 -1.222
H 0.999 4.528 1.114
C 3.255 -7.132 0.486
N 2.291 -6.105 0.165
C 1.265 -6.333 -0.709
C 0.393 -5.366 -1.014
C 0.588 -4.053 -0.409
O -0.215 -3.151 -0.745
N 1.579 -3.859 0.473
C 2.429 -4.843 0.787
O 3.358 -4.741 1.606
H 2.906 -8.081 0.078
H 3.370 -7.215 1.565
H 4.236 -6.900 0.067
H 1.208 -7.334 -1.120
H -0.427 -5.517 -1.699
F -1.021 -0.982 -7.404
C -0.412 -0.953 -6.203
C 0.075 0.233 -5.695
F -0.072 1.367 -6.408
C 0.702 0.246 -4.461
F 1.130 1.444 -4.031
C 0.867 -0.893 -3.682
Se 1.730 -0.826 -1.969
C 0.374 -2.071 -4.238
F 0.507 -3.236 -3.600
C -0.258 -2.112 -5.468
F -0.721 -3.273 -5.969
C 5.853 -2.447 1.405
N 4.969 -1.450 0.845
C 3.662 -1.258 1.233
N 3.255 -1.994 2.324
O 2.961 -0.459 0.625
H 6.865 -2.264 1.037
H 5.560 -3.469 1.155
H 5.867 -2.355 2.492
H 5.157 -1.083 -0.072
H 3.502 -2.978 2.227
H 2.244 -1.906 2.405

Results
- Total charge: -2
- Orbital gap (spin up / spin down): 0.19531 / 0.21415 Eh
- ⟨S²⟩: 0.762
- Relative energy (zero: lowest compared OMol25 entry of this formula, charge and spin): 24.3 kcal/mol
- Multiplicity: 2
- E_tot: -5826.5768 Eh

No. 4
Computed, not measured: 2 unconnected molecules or ions with the total composition C3H4NOS at a distorted geometry, with the ωB97M-V functional and the def2-TZVPD basis.

Positions of all 10 atoms, in Å:
C 0.332 0.501 -0.173
C -2.427 0.217 0.262
C 1.048 -0.852 -0.201
N 0.770 1.659 -0.189
O -2.641 1.379 0.357
S -2.545 -1.371 0.429
H 0.465 -1.471 -0.778
H 2.017 -0.787 -0.609
H 1.246 -1.185 0.780
H 1.736 1.912 0.122

Results
- Total charge: -1
- Orbital gap (spin up / spin down): 0.16711 / 0.16721 Eh
- Relative energy (zero: lowest compared OMol25 entry of this formula, charge and spin): 62.6 kcal/mol
- E_tot: -644.8336 Eh

No. 5
Computed, not measured: a molecular structure, C16H31MnN5O, with the ωB97M-V functional and the def2-TZVPD basis.

Positions of all 54 atoms, in Å:
Mn -0.246 -0.019 0.178
C 2.723 -2.004 0.614
C 1.365 -2.594 1.031
N 0.318 -1.624 1.455
C 0.400 -1.185 2.880
C 0.634 0.309 3.005
N -0.250 0.997 2.043
C -0.120 2.469 2.110
C -1.052 3.125 1.101
C -0.430 3.189 -0.279
N -0.286 1.851 -0.936
C 0.917 1.863 -1.804
C 2.083 1.358 -0.988
N 1.760 -0.002 -0.506
C 2.796 -0.501 0.424
H 3.024 -2.481 -0.323
H 3.496 -2.280 1.332
H 1.511 -3.323 1.831
H 0.934 -3.142 0.193
H -0.544 -2.152 1.376
H 1.165 -1.747 3.416
H -0.551 -1.429 3.363
H 1.658 0.594 2.777
H 0.443 0.633 4.032
H -1.197 0.817 2.370
H 0.923 2.718 1.901
H -0.332 2.812 3.126
H -1.311 4.131 1.428
H -1.997 2.572 1.059
H 0.571 3.611 -0.187
H -0.988 3.853 -0.941
H -1.100 1.737 -1.535
H 1.111 2.862 -2.198
H 0.750 1.218 -2.666
H 2.242 1.989 -0.110
H 3.010 1.368 -1.567
H 1.811 -0.618 -1.315
H 2.685 0.035 1.361
H 3.789 -0.249 0.041
O -2.234 -0.512 0.727
C -3.009 -1.293 -0.199
C -2.302 -1.319 -1.524
C -3.011 -1.700 -2.652
C -2.347 -1.826 -3.858
C -0.984 -1.576 -3.890
C -0.358 -1.185 -2.726
N -0.989 -1.028 -1.548
H -2.714 -0.434 1.560
H -4.009 -0.871 -0.301
H -3.103 -2.314 0.181
H -4.071 -1.903 -2.576
H -2.880 -2.121 -4.752
H -0.411 -1.681 -4.800
H 0.705 -0.999 -2.737

Results
- Total charge: +2
- Orbital gap (spin up / spin down): 0.34491 / 0.31992 Eh
- ⟨S²⟩: 0.792
- Relative energy (zero: lowest compared OMol25 entry of this formula, charge and spin): 12.6 kcal/mol
- Multiplicity: 2
- E_tot: -2127.8073 Eh

No. 6
Computed, not measured: C2H8Br2Si3 in the gas phase at a distorted geometry, with the ωB97M-V functional and the def2-TZVPD basis.

Positions of all 15 atoms, in Å:
C -0.778 -1.384 -0.301
C 0.472 1.337 0.303
Si -0.137 -0.199 1.145
Si 0.098 -0.959 -1.978
Si 1.448 1.062 -1.293
Br 1.124 2.693 -2.755
Br 0.520 -3.011 -3.044
H -0.893 -2.418 0.096
H -1.853 -1.165 -0.613
H -0.394 1.912 0.218
H 1.205 1.942 0.802
H -1.485 0.124 1.724
H 0.974 -0.658 2.181
H -0.912 -0.477 -3.150
H 2.829 1.197 -0.978

Results
- Orbital gap: 0.34242 Eh
- Relative energy (zero: lowest compared OMol25 entry of this formula, charge and spin): 12.2 kcal/mol
- E_tot: -6097.5569 Eh